--- w ---
{
  "formula": "C3H12O4",
  "method": "the ωB97M-V functional and the def2-TZVPD basis",
  "e_lumo_ev": 0.557,
  "homo_energy_ev": -10.0,
  "spin_multiplicity": 1,
  "symbols": ["C", "O", "C", "C", "O", "H", "H", "H", "H", "H", "H", "H", "H", "H", "H", "O", "H", "H", "O"],
  "coordinates": [[2.030, -0.125, 0.277], [2.236, -0.998, 1.398], [1.064, 0.993, 0.716], [-0.249, 0.305, 1.115], [-1.413, 1.122, 0.828], [2.994, 0.143, -0.163], [1.543, -0.766, -0.461], [2.710, -0.513, 2.067], [1.617, 1.553, 1.474], [0.812, 1.719, -0.062], [-0.407, -0.590, 0.528], [-0.352, 0.223, 2.196], [-1.332, 2.074, 0.828], [-0.952, 0.852, -3.766], [0.274, 0.618, -3.022], [-0.639, 0.291, -3.038], [-3.092, -1.855, 0.346], [-3.187, -2.752, -0.975], [-3.657, -2.292, -0.284]]
}

***

--- x ---
{
  "formula": "C3H12O4",
  "method": "the ωB97M-V functional and the def2-TZVPD basis",
  "e_lumo_ev": 0.287,
  "homo_energy_ev": -8.9,
  "spin_multiplicity": 1,
  "symbols": ["C", "C", "C", "O", "H", "H", "H", "H", "H", "H", "H", "H", "O", "H", "H", "O", "H", "H", "O"],
  "coordinates": [[3.236, -0.719, 0.830], [2.731, -1.102, -0.541], [1.612, -1.804, -0.711], [1.193, -2.291, -1.917], [3.196, 0.362, 0.950], [2.526, -1.142, 1.536], [4.269, -1.026, 0.965], [3.176, -0.667, -1.436], [0.791, -1.835, 0.004], [1.807, -1.974, -2.590], [-1.941, 2.539, 0.801], [-2.563, 3.846, 0.306], [-1.766, 3.483, 0.711], [-1.262, 0.432, 1.337], [-1.218, 0.580, -0.199], [-1.801, 0.359, 0.536], [-4.758, 0.954, 0.219], [-4.220, -0.086, -0.673], [-5.007, 0.090, -0.129]]
}

***

The data favor x; the next most stable structure lies 2.4 kcal/mol above it.

***

--- w ---
{
  "formula": "C3H4N2S",
  "method": "the ωB97M-V functional and the def2-TZVPD basis",
  "e_lumo_ev": 0.507,
  "homo_energy_ev": -9.2,
  "spin_multiplicity": 1,
  "symbols": ["C", "C", "C", "N", "N", "S", "H", "H", "H", "H"],
  "coordinates": [[0.836, -0.562, -0.997], [-1.679, -1.041, -0.278], [-0.651, -0.289, -0.119], [1.689, -0.917, -1.631], [1.276, 1.301, 0.773], [-0.454, 1.210, 0.749], [-2.590, -0.897, 0.447], [-1.703, -2.054, -0.800], [1.486, 1.385, 1.735], [1.792, 1.863, 0.120]]
}

***

--- x ---
{
  "formula": "C3H4N2S",
  "method": "the ωB97M-V functional and the def2-TZVPD basis",
  "e_lumo_ev": 0.574,
  "homo_energy_ev": -9.1,
  "spin_multiplicity": 1,
  "symbols": ["C", "C", "C", "N", "N", "S", "H", "H", "H", "H"],
  "coordinates": [[1.817, 0.194, 0.164], [-0.553, 0.171, 0.467], [-0.997, -0.295, -0.831], [0.771, 0.378, 0.909], [2.467, -0.011, -0.767], [-1.171, -1.543, 0.389], [1.073, 0.872, 1.692], [-1.350, 0.807, 0.880], [-1.870, 0.052, -1.407], [-0.187, -0.624, -1.496]]
}

***

--- y ---
{
  "formula": "C3H4N2S",
  "method": "the ωB97M-V functional and the def2-TZVPD basis",
  "e_lumo_ev": -0.172,
  "homo_energy_ev": -9.1,
  "spin_multiplicity": 1,
  "symbols": ["C", "C", "C", "H", "H", "H", "H", "N", "N", "S"],
  "coordinates": [[-2.417, -0.931, -0.626], [1.017, 0.573, 0.177], [2.263, 0.033, 0.649], [-3.329, -0.579, -1.126], [-1.991, -1.870, -1.158], [-2.683, -1.282, 0.341], [0.817, 1.672, 0.095], [0.076, -0.282, 0.026], [3.327, -0.299, 0.877], [-1.364, 0.505, -0.355]]
}

***

The data favor y; the next most stable structure lies 6.0 kcal/mol above it.